C17H27N3 | ωB97M-V/def2-TZVPD

Bonds (Å) are listed after each position.
Positions of all 47 atoms, in Å:
1 C -2.398 -1.106 -1.212  C2 1.524, H45 1.088, H46 1.088, H47 1.088
2 C -2.410 -1.137 0.312  C1 1.524, C3 1.527, H43 1.093, H44 1.091
3 C -1.303 -2.037 0.854  C2 1.527, C4 1.531, H41 1.093, H42 1.091
4 C -1.307 -2.178 2.378  C3 1.531, C5 1.533, H39 1.093, H40 1.093
5 C -1.179 -0.866 3.160  C4 1.533, C6 1.528, H37 1.092, H38 1.093
6 C -0.024 0.031 2.717  C5 1.528, C7 1.528, H35 1.093, H36 1.089
7 C 1.357 -0.575 2.967  C6 1.528, H8 1.091, H9 1.092, C10 1.535
8 H 1.359 -1.628 2.681  C7 1.091
9 H 1.606 -0.515 4.029  C7 1.092
10 C 2.444 0.139 2.152  C7 1.535, N11 1.438, H33 1.095, H34 1.093
11 N 2.307 -0.146 0.750  C10 1.438, C12 1.364, C19 1.376
12 C 2.709 -1.291 0.127  N11 1.364, N13 1.297, H32 1.074
13 N 2.341 -1.380 -1.113  C12 1.297, C14 1.376
14 C 1.624 -0.230 -1.352  N13 1.376, C15 1.400, C19 1.406
15 C 0.982 0.189 -2.523  C14 1.400, C16 1.397, N29 1.382
16 C 0.312 1.414 -2.492  C15 1.397, C17 1.406, C25 1.505
17 C 0.326 2.212 -1.335  C16 1.406, C18 1.385, C21 1.503
18 C 0.962 1.796 -0.177  C17 1.385, C19 1.387, H20 1.080
19 C 1.595 0.562 -0.190  N11 1.376, C14 1.406, C18 1.387
20 H 0.962 2.419 0.704  C18 1.080
21 C -0.361 3.549 -1.328  C17 1.503, H22 1.087, H23 1.089, H24 1.090
22 H -0.166 4.069 -0.393  C21 1.087
23 H -0.008 4.172 -2.148  C21 1.089
24 H -1.440 3.431 -1.430  C21 1.090
25 C -0.418 1.846 -3.735  C16 1.505, H26 1.092, H27 1.085, H28 1.089
26 H 0.276 2.266 -4.467  C25 1.092
27 H -1.169 2.597 -3.517  C25 1.085
28 H -0.916 0.990 -4.188  C25 1.089
29 N 0.970 -0.650 -3.622  C15 1.382, H30 1.007, H31 1.009
30 H 0.980 -0.206 -4.526  N29 1.007
31 H 1.617 -1.418 -3.527  N29 1.009
32 H 3.292 -2.036 0.635  C12 1.074
33 H 3.434 -0.197 2.478  C10 1.095
34 H 2.378 1.220 2.297  C10 1.093
35 H -0.094 0.982 3.250  C6 1.093
36 H -0.137 0.244 1.655  C6 1.089
37 H -2.107 -0.301 3.054  C5 1.092
38 H -1.064 -1.107 4.221  C5 1.093
39 H -0.495 -2.853 2.662  C4 1.093
40 H -2.240 -2.658 2.685  C4 1.093
41 H -1.423 -3.035 0.424  C3 1.093
42 H -0.338 -1.661 0.512  C3 1.091
43 H -3.378 -1.500 0.666  C2 1.093
44 H -2.279 -0.120 0.684  C2 1.091
45 H -3.183 -0.454 -1.588  C1 1.088
46 H -2.557 -2.104 -1.616  C1 1.088
47 H -1.441 -0.739 -1.576  C1 1.088

Its HOMO energy is -7.41 eV. For the calculated total energy, the calculation gives -828.29275 Ha.